# C19H35BBaNO2P

C19H35BBaNO2P as an isolated structure (the ωB97M-V functional and the def2-TZVPD basis, the Open Molecules 2025 dataset).

```
60
Properties=species:S:1:pos:R:3
C 0.6141 2.8038 -3.4407
C -0.6633 2.2878 -3.2151
C -0.8124 1.1131 -2.4408
C 0.2963 0.5039 -1.8990
C 1.5613 1.0137 -2.1104
C 1.7332 2.1819 -2.8822
C -2.1912 0.5434 -2.1583
C -2.1675 -0.9859 -1.9171
N -2.5361 -1.7785 -3.0064
Ba -0.9192 -0.7455 0.4245
C 2.7210 0.3080 -1.4576
P 2.0931 -1.3395 -0.8699
H -1.5545 2.7504 -3.6405
H 2.7417 2.5683 -3.0390
H 0.7411 3.6913 -4.0622
H 3.0800 0.8396 -0.5602
H 3.5752 0.1507 -2.1355
H -2.6551 1.0384 -1.2723
H -2.8890 0.7471 -2.9833
H -1.0915 -1.3177 -1.7885
C 3.6604 -1.9501 -0.1507
C 2.2004 -2.2197 -2.4738
H -2.8429 -1.2462 -1.0670
C -1.6183 -1.7328 -4.1246
C -3.1166 -3.0838 -2.7429
H 0.2603 -2.6189 1.8651
H -1.9907 -2.4231 -4.8926
H -1.5577 -0.7106 -4.5139
H -0.5793 -2.0193 -3.8665
H -3.3685 -3.5273 -3.7159
H -2.4561 -3.7817 -2.1968
H -4.0201 -2.9680 -2.1323
H 3.2272 -2.1672 -2.8654
H 1.9279 -3.2718 -2.3128
H 1.5121 -1.7853 -3.2074
H 4.4966 -1.8184 -0.8532
H 3.8719 -1.4005 0.7762
H 3.5495 -3.0155 0.0884
H -0.2011 -3.1227 1.3476
C 1.0498 2.7050 4.3305
C 0.5613 1.4881 3.5709
C 1.3966 0.2911 3.9737
O 0.8793 1.7576 2.1762
B -0.3076 1.8552 1.5660
O -1.3565 1.2095 2.1478
C -1.0095 1.2378 3.5896
C -1.4939 -0.0888 4.1223
C -1.8146 2.3647 4.2138
H 2.1229 2.8329 4.1346
H 0.9253 2.5590 5.4123
H 0.5463 3.6331 4.0331
H 2.4532 0.5049 3.7658
H 1.2856 0.1139 5.0527
H 1.1359 -0.6301 3.4311
H -1.3674 -0.1106 5.2114
H -2.5635 -0.1960 3.8931
H -0.9685 -0.9579 3.6926
H -1.5619 3.3610 3.8276
H -2.8868 2.1944 4.0442
H -1.6582 2.3639 5.3036
```

- LUMO energy: -0.540 eV
- Frontier orbital gap: 4.43 eV
- Electronic energy: -1341.75491 a.u.
- Energy above the lowest of the compared OMol25 structures with the same formula, charge and spin: 0.0 kcal/mol
- Strongest force on any atom: 5.481 eV/Å